This record from the Open Molecules 2025 dataset describes a molecular structure, C42H40N10O4S3Ti. The level of theory is ωB97M-V/def2-TZVPD.

```
100
Properties=species:S:1:pos:R:3:forces:R:3
Ti -0.92309 0.23886 0.36000 -0.9 -0.6 -0.1
C -5.65450 -1.35391 4.18570 0.0 -0.1 0.1
C -5.40599 0.06646 3.70820 0.0 0.1 0.0
N -4.91367 0.12317 2.33014 0.1 -0.1 0.1
C -3.64402 -0.12109 1.99703 -0.1 0.0 0.1
S -3.27241 -0.25807 0.29015 0.2 0.2 0.0
N -2.73941 -0.27380 2.92246 0.1 -0.2 -0.2
N -1.48937 -0.49131 2.38017 -0.3 0.2 0.2
C -0.63684 -1.03272 3.17585 0.2 0.0 0.0
C -0.96532 -1.55538 4.53252 0.0 -0.1 0.0
C 0.74951 -1.00667 2.69652 -0.1 0.0 -0.1
C 1.78549 -1.66316 3.33625 0.0 0.0 0.0
C 3.08027 -1.47401 2.87800 0.0 -0.1 0.0
C 3.28919 -0.62089 1.81226 0.0 0.0 -0.1
C 2.19428 -0.02789 1.20559 0.0 0.0 0.1
N 0.94389 -0.22406 1.61988 0.0 -0.2 -0.1
H -5.99077 -1.34726 5.22310 0.0 0.0 0.0
H -6.42603 -1.84192 3.58901 0.0 0.0 0.0
H -4.74256 -1.94878 4.12923 0.0 0.0 0.0
H -6.32061 0.65701 3.73921 0.0 0.0 0.0
H -4.67703 0.57016 4.34168 0.0 0.0 0.0
H -5.58333 0.15433 1.58100 0.0 0.0 0.0
H -1.87728 -1.10502 4.90934 0.0 0.0 0.0
H -1.12448 -2.63671 4.47574 0.0 0.0 0.0
H -0.14401 -1.37945 5.22503 0.0 0.0 0.0
H 1.58414 -2.30454 4.18213 0.0 0.0 0.0
H 3.90961 -1.97144 3.36348 0.0 0.0 0.0
H 4.27910 -0.40605 1.43344 0.0 0.0 0.0
H 2.32056 0.64585 0.37847 0.0 0.0 -0.1
C -0.95034 3.72927 3.12775 0.0 0.0 -0.2
O -1.36706 4.15250 1.78838 0.1 0.0 0.0
C -1.25385 3.10837 1.01610 0.0 0.1 -0.1
N -0.78501 2.01533 1.51053 0.0 0.0 0.2
C -0.33377 2.33463 2.89540 0.0 -0.1 -0.1
C 1.17467 2.34890 2.98867 0.0 0.1 0.0
C 1.93077 2.95022 1.98434 0.0 0.0 0.1
C 3.31027 3.01514 2.09946 0.0 0.0 0.0
C 3.94565 2.47106 3.20925 0.0 0.0 0.0
C 3.19605 1.86664 4.20690 0.0 0.0 0.0
C 1.81143 1.81027 4.09759 0.0 0.0 0.0
C -1.66721 3.18738 -0.38129 0.0 0.1 0.0
C -2.00927 4.36760 -1.00505 0.0 0.0 -0.1
C -2.39670 4.30431 -2.34121 0.0 0.0 0.1
C -2.48939 3.06432 -2.94220 0.0 0.1 0.0
C -2.14932 1.93206 -2.21410 0.0 0.0 0.0
N -1.69641 1.98749 -0.96446 0.2 -0.1 0.1
C -2.38253 0.58628 -2.74666 -0.1 0.2 -0.1
N -1.99366 -0.45488 -2.15314 0.0 -0.3 0.3
C -2.50219 -1.60869 -2.92933 -0.1 0.0 0.0
C -3.43617 -0.93570 -3.96794 0.1 0.2 0.0
O -3.13680 0.48993 -3.83517 -0.1 -0.1 -0.1
C -1.41095 -2.41391 -3.59116 0.0 0.0 0.0
C -0.50057 -1.79090 -4.44344 0.0 0.0 0.0
C 0.43409 -2.54392 -5.13402 0.0 -0.1 0.0
C 0.47105 -3.92578 -4.97855 0.0 0.0 0.0
C -0.43280 -4.54982 -4.13335 0.0 0.0 0.0
C -1.37309 -3.79294 -3.44366 0.0 0.0 0.0
H -1.84219 3.72075 3.74907 0.0 0.0 0.0
H -0.23279 4.46294 3.47786 0.0 0.0 0.1
H -0.77045 1.60866 3.57712 0.1 0.0 0.1
H 1.46119 3.34565 1.09130 0.0 0.0 0.0
H 3.89090 3.49932 1.32382 0.0 0.0 0.0
H 5.02290 2.52632 3.29936 0.0 0.0 0.0
H 3.68691 1.44866 5.07645 0.0 0.0 0.0
H 1.22658 1.34473 4.88491 0.0 0.0 0.0
H -1.96433 5.29864 -0.45834 0.0 0.0 0.0
H -2.64656 5.20244 -2.88852 0.0 0.0 0.0
H -2.83472 2.94517 -3.95924 0.0 0.0 0.0
H -3.07248 -2.24829 -2.25246 0.0 0.0 0.0
H -4.49472 -1.06990 -3.75505 0.0 0.0 0.0
H -3.21656 -1.22108 -4.99140 0.0 0.0 0.0
H -0.51929 -0.71393 -4.56929 0.0 -0.1 0.0
H 1.12739 -2.05772 -5.80962 0.0 0.0 0.0
H 1.19277 -4.51480 -5.52971 0.0 0.0 0.0
H -0.42149 -5.62683 -4.02223 0.0 0.0 0.0
H -2.09260 -4.28376 -2.79659 0.0 0.0 0.0
N 6.66372 -0.84216 -3.30029 0.0 0.0 0.0
C 5.40932 -0.40670 -3.02489 0.0 0.0 0.0
C 4.30067 -0.91264 -3.72983 0.1 0.0 0.0
C 3.03168 -0.46749 -3.44509 0.0 0.0 -0.1
C 2.82347 0.47189 -2.43328 0.1 -0.1 0.0
C 3.91414 0.98929 -1.73549 0.0 0.0 0.2
C 5.18770 0.55614 -2.02217 0.0 0.0 0.0
S 1.21816 1.04397 -2.12281 0.0 0.0 -0.1
O 0.48423 1.00044 -3.35626 0.0 0.2 0.0
O 1.26505 2.26316 -1.35362 0.0 0.1 -0.1
N 0.52627 0.00591 -1.05923 0.4 -0.2 -0.2
C 0.49833 -1.35447 -1.02578 0.0 0.3 0.3
S 1.43560 -2.62289 -1.67361 0.1 -0.1 0.0
C 0.53584 -3.74556 -0.70537 -0.1 0.0 0.1
C -0.38870 -3.11549 0.05057 0.2 0.0 -0.1
N -0.39452 -1.75468 -0.13410 0.0 -0.1 -0.1
H 6.83386 -1.41424 -4.10851 0.0 0.0 0.0
H 7.46005 -0.36760 -2.91432 0.0 0.0 0.0
H 4.45513 -1.63851 -4.51887 0.0 0.0 0.0
H 2.19327 -0.83277 -4.02695 0.0 0.0 0.1
H 3.76571 1.75997 -0.98709 0.0 0.0 0.0
H 6.03327 0.97962 -1.49342 0.0 0.0 0.0
H 0.72275 -4.80465 -0.78117 0.0 0.0 0.0
H -1.08772 -3.57441 0.73288 0.0 0.0 0.0
```
Forces are in eV/Å.

Results
- energy relative to the best compared isomer or geometry (same formula, charge and spin) (kcal per mole) = 8.5
- molecular weight (g/mol) = 892.916
- total charge = +2